Record 1
Below is a 2-piece molecular cluster, C4H12 overall, with properties calculated with ωB97M-V with the def2-TZVPD basis set.

```
16
Properties=species:S:1:pos:R:3:lowdin_charge:R:1
C 1.806 0.380 1.125 -0.17
C 2.035 0.231 -0.373 -0.19
H 2.510 1.096 1.557 0.06
H 0.864 0.886 1.344 0.05
H 1.935 -0.572 1.632 0.06
H 3.060 0.091 -0.719 0.06
H 1.423 -0.558 -0.806 0.05
H 1.721 1.159 -0.858 0.06
C -1.629 0.408 -0.381 -0.16
C -2.159 -1.028 -0.377 -0.16
H -1.982 1.002 -1.219 0.06
H -1.851 0.936 0.548 0.06
H -0.544 0.421 -0.475 0.02
H -1.412 -1.712 0.011 0.06
H -2.375 -1.333 -1.401 0.06
H -3.066 -1.140 0.218 0.06
```

Results
Lowest unoccupied orbital energy   0.044 Eh
SMILES   CC.CC
F_max   0.92 eV Å⁻¹
Charge   0
Kohn-Sham gap   0.4742 hartree

---

Record 2
Below is a 2-piece molecular cluster, C4H12 overall in a non-equilibrium geometry, with properties calculated with ωB97M-V with the def2-TZVPD basis set.

```
16
Properties=species:S:1:pos:R:3:lowdin_charge:R:1
C 0.606 0.456 -2.007 -0.16
C 2.016 0.637 -1.446 -0.17
H 0.639 -0.327 -2.766 0.07
H -0.121 0.161 -1.261 0.02
H 0.247 1.387 -2.445 0.07
H 2.330 -0.196 -0.815 0.06
H 2.740 0.616 -2.264 0.06
H 2.137 1.565 -0.889 0.06
C -1.259 -0.644 2.480 -0.17
C -1.391 -0.458 0.976 -0.18
H -0.229 -0.913 2.750 0.06
H -1.367 0.260 3.077 0.06
H -1.897 -1.461 2.811 0.06
H -2.421 -0.133 0.789 0.07
H -1.167 -1.360 0.419 0.07
H -0.863 0.409 0.591 0.04
```

Results
Lowest unoccupied orbital energy   0.041 Eh
SMILES   CC.CC
F_max   1.60 eV Å⁻¹
Charge   0
Kohn-Sham gap   0.4614 hartree

---

Record 3
Below is a 2-piece molecular cluster, C4H12 overall in a non-equilibrium geometry, with properties calculated with ωB97M-V with the def2-TZVPD basis set.

```
16
Properties=species:S:1:pos:R:3:lowdin_charge:R:1
C -1.607 2.634 0.977 -0.16
C -1.386 4.026 0.335 -0.20
H -2.620 2.235 0.519 0.09
H -0.820 1.998 0.478 0.08
H -1.816 2.635 2.021 0.04
H -2.010 4.886 0.504 0.04
H -1.630 4.053 -0.726 0.05
H -0.407 4.483 0.518 0.06
C 1.509 -3.653 -1.293 -0.22
C 1.530 -3.043 0.101 -0.18
H 0.534 -3.715 -1.860 0.07
H 2.161 -3.143 -2.172 0.10
H 1.922 -4.673 -1.397 0.04
H 1.058 -2.069 -0.066 0.05
H 2.471 -2.870 0.602 0.05
H 0.876 -3.601 0.859 0.09
```

Results
Lowest unoccupied orbital energy   0.039 Eh
SMILES   CC.CC
F_max   4.22 eV Å⁻¹
Charge   0
Kohn-Sham gap   0.4554 hartree

---

Record 4
Below is a 2-piece molecular cluster, C4H12 overall in a non-equilibrium geometry, with properties calculated with ωB97M-V with the def2-TZVPD basis set.

```
16
Properties=species:S:1:pos:R:3:lowdin_charge:R:1
C -0.979 -1.612 -0.498 -0.16
C -1.082 -1.168 -1.974 -0.17
H -0.718 -2.673 -0.469 0.06
H -0.101 -1.119 -0.072 0.03
H -1.853 -1.366 0.095 0.06
H -1.730 -0.300 -2.088 0.06
H -1.491 -1.957 -2.629 0.06
H -0.097 -0.932 -2.359 0.05
C 0.321 1.735 1.187 -0.16
C 1.692 1.040 1.331 -0.16
H -0.214 1.754 2.133 0.06
H 0.402 2.768 0.839 0.06
H -0.269 1.241 0.419 0.04
H 1.760 0.203 0.641 0.04
H 1.837 0.681 2.349 0.06
H 2.522 1.704 1.094 0.06
```

Results
Lowest unoccupied orbital energy   0.042 Eh
SMILES   CC.CC
F_max   1.25 eV Å⁻¹
Charge   0
Kohn-Sham gap   0.4740 hartree

---

Record 5
Below is a 2-piece molecular cluster, C4H12 overall, with properties calculated with ωB97M-V with the def2-TZVPD basis set.

```
16
Properties=species:S:1:pos:R:3:lowdin_charge:R:1
C -1.607 1.813 -1.230 -0.16
C -0.257 2.127 -0.550 -0.15
H -2.388 2.544 -0.997 0.06
H -1.511 1.862 -2.313 0.05
H -1.942 0.806 -1.003 0.05
H 0.518 2.472 -1.235 0.06
H 0.112 1.206 -0.109 0.02
H -0.417 2.846 0.250 0.06
C 1.144 -1.225 0.974 -0.17
C 0.760 -2.677 0.788 -0.18
H 2.011 -0.918 0.398 0.07
H 0.298 -0.573 0.775 0.03
H 1.362 -1.039 2.030 0.07
H -0.230 -2.870 1.221 0.07
H 1.470 -3.360 1.253 0.06
H 0.676 -3.012 -0.252 0.06
```

Results
Lowest unoccupied orbital energy   0.041 Eh
SMILES   CC.CC
F_max   0.81 eV Å⁻¹
Charge   0
Kohn-Sham gap   0.4676 hartree

---

Record 6
Below is a 2-piece molecular cluster, C4H12 overall in a non-equilibrium geometry, with properties calculated with ωB97M-V with the def2-TZVPD basis set.

```
16
Properties=species:S:1:pos:R:3:lowdin_charge:R:1
C -0.689 1.536 -0.036 -0.19
C -1.590 2.705 0.354 -0.18
H -0.893 0.745 0.679 0.06
H -0.806 1.058 -1.029 0.07
H 0.277 1.956 -0.349 0.07
H -1.103 3.674 0.528 0.06
H -2.150 2.508 1.256 0.05
H -2.354 3.015 -0.374 0.06
C 1.356 -1.402 -0.275 -0.17
C 0.940 -2.854 -0.034 -0.17
H 0.512 -0.743 -0.133 0.02
H 2.153 -1.072 0.409 0.07
H 1.855 -1.275 -1.238 0.07
H 0.850 -3.333 -1.013 0.06
H 1.761 -3.415 0.428 0.06
H 0.068 -2.951 0.606 0.06
```

Results
Lowest unoccupied orbital energy   0.040 Eh
SMILES   CC.CC
F_max   1.88 eV Å⁻¹
Charge   0
Kohn-Sham gap   0.4448 hartree

---

Record 7
Below is a 2-piece molecular cluster, C4H12 overall in a non-equilibrium geometry, with properties calculated with ωB97M-V with the def2-TZVPD basis set.

```
16
Properties=species:S:1:pos:R:3:lowdin_charge:R:1
C -1.558 -2.526 -0.956 -0.17
C -1.746 -1.076 -0.521 -0.17
H -1.077 -2.579 -1.924 0.06
H -0.903 -3.042 -0.259 0.06
H -2.485 -3.108 -0.983 0.06
H -2.461 -0.981 0.294 0.06
H -2.193 -0.437 -1.283 0.06
H -0.788 -0.651 -0.224 0.03
C 1.055 1.344 0.696 -0.18
C 2.281 2.256 0.813 -0.17
H 0.142 1.943 0.765 0.06
H 0.995 0.821 -0.248 0.05
H 1.073 0.680 1.550 0.06
H 3.163 1.682 1.095 0.06
H 2.569 2.819 -0.076 0.06
H 2.158 2.951 1.635 0.06
```

Results
Lowest unoccupied orbital energy   0.041 Eh
SMILES   CC.CC
F_max   1.10 eV Å⁻¹
Charge   0
Kohn-Sham gap   0.4729 hartree

---

Record 8
Below is a 2-piece molecular cluster, C4H12 overall, with properties calculated with ωB97M-V with the def2-TZVPD basis set.

```
16
Properties=species:S:1:pos:R:3:lowdin_charge:R:1
C -1.477 -0.325 -1.064 -0.18
C -2.786 -0.629 -1.796 -0.18
H -0.743 0.074 -1.765 0.06
H -1.646 0.396 -0.265 0.06
H -1.068 -1.238 -0.635 0.06
H -2.624 -1.385 -2.565 0.06
H -3.555 -1.006 -1.122 0.06
H -3.185 0.253 -2.296 0.06
C 1.706 0.309 0.808 -0.18
C 2.558 0.636 2.037 -0.17
H 1.417 1.222 0.288 0.06
H 2.235 -0.333 0.104 0.06
H 0.777 -0.182 1.106 0.05
H 2.004 1.277 2.727 0.06
H 2.825 -0.275 2.568 0.06
H 3.466 1.164 1.753 0.06
```

Results
Lowest unoccupied orbital energy   0.042 Eh
SMILES   CC.CC
F_max   0.48 eV Å⁻¹
Charge   0
Kohn-Sham gap   0.4787 hartree

---

Record 9
Below is a 2-piece molecular cluster, C4H12 overall, with properties calculated with ωB97M-V with the def2-TZVPD basis set.

```
16
Properties=species:S:1:pos:R:3:lowdin_charge:R:1
C 2.117 0.949 -0.380 -0.17
C 1.851 0.788 1.120 -0.17
H 2.494 0.029 -0.825 0.06
H 1.252 1.312 -0.920 0.06
H 2.912 1.683 -0.507 0.06
H 1.364 1.690 1.479 0.06
H 2.756 0.595 1.679 0.06
H 1.112 0.024 1.349 0.04
C -1.557 -0.956 0.252 -0.18
C -2.409 -0.836 -1.016 -0.17
H -0.539 -1.276 0.028 0.05
H -1.485 -0.008 0.780 0.06
H -1.960 -1.692 0.950 0.06
H -2.132 -1.554 -1.777 0.06
H -2.304 0.169 -1.437 0.06
H -3.472 -0.920 -0.774 0.06
```

Results
Lowest unoccupied orbital energy   0.042 Eh
SMILES   CC.CC
F_max   0.91 eV Å⁻¹
Charge   0
Kohn-Sham gap   0.4720 hartree

---

Record 10
Below is a 2-piece molecular cluster, C4H12 overall in a non-equilibrium geometry, with properties calculated with ωB97M-V with the def2-TZVPD basis set.

```
16
Properties=species:S:1:pos:R:3:lowdin_charge:R:1
C -1.952 -0.426 1.483 -0.18
C -2.266 -1.315 0.251 -0.18
H -2.933 -0.159 1.912 0.06
H -1.417 0.503 1.223 0.06
H -1.369 -0.967 2.247 0.06
H -2.771 -0.690 -0.504 0.06
H -2.931 -2.154 0.516 0.06
H -1.343 -1.725 -0.192 0.06
C 2.001 1.432 -1.360 -0.19
C 2.254 0.319 -0.358 -0.19
H 2.633 2.305 -1.128 0.06
H 0.954 1.769 -1.448 0.07
H 2.319 1.015 -2.330 0.06
H 1.514 0.466 0.447 0.05
H 3.259 0.276 0.093 0.07
H 2.048 -0.646 -0.852 0.06
```

Results
Lowest unoccupied orbital energy   0.040 Eh
SMILES   CC.CC
F_max   1.28 eV Å⁻¹
Charge   0
Kohn-Sham gap   0.4681 hartree

---

Record 11
Below is a 2-piece molecular cluster, C4H12 overall in a non-equilibrium geometry, with properties calculated with ωB97M-V with the def2-TZVPD basis set.

```
16
Properties=species:S:1:pos:R:3:lowdin_charge:R:1
C -0.470 -1.519 -0.932 -0.16
C -1.451 -0.718 -1.813 -0.16
H -0.167 -0.986 -0.032 0.03
H -1.051 -2.348 -0.508 0.06
H 0.296 -2.065 -1.475 0.06
H -2.006 0.028 -1.251 0.05
H -2.249 -1.428 -2.045 0.06
H -0.923 -0.291 -2.658 0.06
C 1.721 0.861 1.521 -0.15
C 0.324 1.470 1.204 -0.18
H 2.411 1.385 0.871 0.06
H 1.964 1.015 2.565 0.06
H 1.672 -0.175 1.197 0.05
H 0.289 2.487 1.587 0.06
H 0.128 1.410 0.132 0.05
H -0.487 0.875 1.635 0.06
```

Results
Lowest unoccupied orbital energy   0.043 Eh
SMILES   CC.CC
F_max   1.90 eV Å⁻¹
Charge   0
Kohn-Sham gap   0.4683 hartree

---

Record 12
Below is a 2-piece molecular cluster, C4H12 overall in a non-equilibrium geometry, with properties calculated with ωB97M-V with the def2-TZVPD basis set.

```
16
Properties=species:S:1:pos:R:3:lowdin_charge:R:1
C 1.032 1.428 0.840 -0.17
C 2.409 1.148 0.232 -0.17
H 1.105 2.369 1.399 0.06
H 0.284 1.547 0.068 0.05
H 0.761 0.766 1.650 0.06
H 2.851 2.077 -0.126 0.06
H 2.379 0.431 -0.588 0.06
H 3.084 0.719 0.973 0.06
C -1.591 -1.809 -1.109 -0.16
C -1.911 -0.803 0.022 -0.16
H -1.348 -1.329 -2.055 0.06
H -0.641 -2.318 -0.913 0.06
H -2.369 -2.566 -1.149 0.06
H -1.685 0.177 -0.314 0.03
H -2.991 -0.740 0.157 0.06
H -1.368 -1.098 0.912 0.06
```

Results
Lowest unoccupied orbital energy   0.042 Eh
SMILES   CC.CC
F_max   1.44 eV Å⁻¹
Charge   0
Kohn-Sham gap   0.4690 hartree

---

Record 13
Below is a single C4H12BN molecule in a non-equilibrium geometry, with properties calculated with ωB97M-V with the def2-TZVPD basis set.

```
18
Properties=species:S:1:pos:R:3:lowdin_charge:R:1
B -2.418 0.356 0.330 -0.03
N -1.022 0.568 -0.258 0.02
C 0.267 0.016 0.010 -0.68
C 1.277 1.184 0.201 -0.03
C 0.445 -0.977 1.121 -0.04
C 0.605 -0.661 -1.295 -0.05
H -3.301 0.868 -0.197 -0.01
H -2.569 -0.585 1.021 0.01
H -0.991 1.096 -1.091 0.09
H 1.577 1.651 -0.689 0.06
H 0.885 1.900 0.937 0.09
H 2.139 0.735 0.601 0.06
H -0.389 -1.640 0.952 0.07
H 0.155 -0.442 1.995 0.08
H 1.435 -1.552 1.069 0.12
H -0.378 -1.211 -1.576 0.14
H 0.828 -0.051 -2.036 0.03
H 1.456 -1.252 -1.097 0.07
```

Results
Lowest unoccupied orbital energy   0.028 Eh
SMILES   BNC(C)(C)C
F_max   6.13 eV Å⁻¹
Charge   0
Kohn-Sham gap   0.3725 hartree

---

Record 14
Below is an isolated ion of composition C4H12BN2 and charge +1 in a non-equilibrium geometry, with properties calculated with ωB97M-V with the def2-TZVPD basis set.

```
19
Properties=species:S:1:pos:R:3:lowdin_charge:R:1
C 2.904 0.199 0.203 -0.01
N 1.714 -0.653 -0.154 0.05
B 0.386 -0.263 -0.177 -0.33
C -0.958 -1.408 -0.225 -0.06
C -1.977 -0.452 0.370 -0.15
N -1.765 0.920 -0.297 0.03
C -0.306 1.171 -0.101 -0.07
H 2.368 1.131 0.205 0.08
H 3.426 -0.032 1.092 0.08
H 3.499 0.050 -0.625 0.06
H 1.904 -1.681 -0.366 0.17
H -1.178 -2.040 -1.142 0.12
H -0.696 -2.129 0.599 0.11
H -2.981 -0.730 0.191 0.12
H -1.902 -0.243 1.414 0.13
H -2.364 1.655 0.097 0.19
H -1.755 0.733 -1.337 0.20
H -0.302 1.637 0.875 0.12
H -0.016 2.134 -0.621 0.15
```

Results
Lowest unoccupied orbital energy   -0.120 Eh
SMILES   CNB1CC[NH2+]C1
F_max   3.61 eV Å⁻¹
Charge   +1
Kohn-Sham gap   0.3936 hartree

---

Record 15
Below is C4H12BrFeO8P as an isolated structure in a non-equilibrium geometry, with properties calculated with ωB97M-V with the def2-TZVPD basis set.

```
27
Properties=species:S:1:pos:R:3:lowdin_charge:R:1
Fe 0.075 -0.759 -1.506 0.41
Br -0.610 0.187 -3.884 -0.29
P 0.374 -2.941 -0.745 -0.04
O 1.256 -2.436 -1.887 -0.44
O -0.962 -2.457 -1.425 -0.50
O 0.332 -1.767 0.301 -0.46
O 0.010 -4.393 -0.393 -0.45
C 2.579 0.409 -0.120 -0.18
C 1.878 1.158 1.002 -0.22
O 2.220 2.560 0.960 -0.10
O 1.739 0.554 -1.282 -0.15
H 2.655 -0.659 0.078 0.11
H 3.574 0.766 -0.394 0.12
H 2.269 0.824 1.976 0.11
H 0.804 0.993 1.054 0.10
H 1.749 2.960 1.694 0.07
H 1.893 1.411 -1.688 0.10
C -2.302 0.145 1.533 -0.29
C -2.483 0.709 0.118 -0.19
O -1.321 0.877 -0.729 -0.18
O -2.170 -1.243 1.564 -0.09
H -3.167 0.372 2.167 0.10
H -1.479 0.637 2.081 0.10
H -2.793 1.767 0.193 0.10
H -3.277 0.225 -0.456 0.13
H -1.526 1.609 -1.315 0.05
H -1.316 -1.509 1.103 0.06
```

Results
Lowest unoccupied orbital energy (spin up / spin down)   0.168 / 0.168 Eh
Spin multiplicity   5
F_max   5.86 eV Å⁻¹
Charge   -2
<S²>   6.0106
Kohn-Sham gap (spin up / spin down)   0.1563 / 0.1613 hartree

---

The records above yield relative energy (zero: lowest compared OMol25 entry of this formula, charge and spin) values of 4.39 5.27 29.27 5.28 5.12 20.30 3.29 0.14 2.38 5.38 9.98 8.94 38.42 0.66 0.00 kcal per mole, respectively.